Molecular formula: CH3IS2
Method: DFT, ωB97M-V/def2-TZVPD

Structure (XYZ):
```
7
Properties=species:S:1:pos:R:3
C 1.327 0.370 0.695
S 0.805 -2.073 -0.871
S 0.922 -0.172 -0.747
I -3.768 0.772 -0.152
H 1.409 1.485 0.866
H 1.981 -0.314 1.314
H -2.676 -0.068 -1.105
```

Its expectation value of S² is 2.0075. Its multiplicity is 3. As for the charge: 0. The energy is -30853.338 eV.

***

Molecular formula: C17H54N6O17
Method: DFT, ωB97M-V/def2-TZVPD

Structure (XYZ):
```
94
Properties=species:S:1:pos:R:3
N -7.675 -15.883 6.935
C -8.940 -15.754 7.485
N -8.994 -15.406 8.846
O -9.939 -16.035 6.837
H -7.632 -15.960 5.930
H -6.839 -15.878 7.479
H -9.912 -15.219 9.203
H -8.296 -15.806 9.446
N -3.689 -21.073 5.756
C -3.726 -19.792 6.262
N -3.165 -19.595 7.510
O -4.256 -18.850 5.622
H -3.848 -21.217 4.778
H -3.398 -21.848 6.317
H -3.348 -18.724 7.968
H -2.816 -20.397 7.991
N -11.498 -20.030 1.853
C -10.274 -20.676 1.883
N -9.211 -19.962 1.351
O -10.103 -21.850 2.274
H -12.236 -20.339 2.449
H -11.508 -19.149 1.383
H -8.332 -20.436 1.297
H -9.281 -18.995 1.111
O -7.692 -15.160 3.729
C -8.268 -16.072 2.796
C -7.270 -16.646 1.813
O -6.137 -17.345 2.377
H -6.829 -15.442 4.059
H -8.684 -16.926 3.359
H -9.071 -15.545 2.284
H -6.835 -15.931 1.111
H -7.769 -17.415 1.187
H -6.428 -17.895 3.167
O -7.188 -18.658 11.101
C -6.816 -19.627 10.099
C -7.484 -20.979 10.277
O -7.017 -21.895 9.247
H -7.067 -19.095 11.953
H -7.088 -19.220 9.119
H -5.715 -19.617 10.114
H -8.542 -20.804 10.079
H -7.321 -21.446 11.254
H -6.056 -21.938 9.334
O -8.000 -24.944 3.316
C -7.929 -24.224 4.569
C -6.736 -24.541 5.467
O -5.532 -23.984 4.980
H -8.500 -25.745 3.496
H -7.857 -23.149 4.339
H -8.900 -24.361 5.067
H -6.697 -25.634 5.482
H -6.973 -24.158 6.468
H -5.549 -23.033 5.133
O -11.937 -23.971 2.779
C -12.807 -23.338 3.752
C -12.216 -23.438 5.153
O -11.042 -22.668 5.348
H -11.167 -23.379 2.665
H -12.905 -22.285 3.438
H -13.788 -23.813 3.719
H -12.007 -24.496 5.345
H -12.937 -23.080 5.895
H -10.443 -22.524 4.595
O -7.024 -21.162 6.515
C -8.043 -20.234 6.198
C -7.848 -19.654 4.822
O -6.867 -18.611 4.712
H -7.209 -21.507 7.408
H -9.012 -20.739 6.179
H -8.081 -19.391 6.900
H -8.776 -19.184 4.500
H -7.594 -20.447 4.103
H -5.976 -18.833 5.090
O -12.365 -17.431 7.023
C -12.790 -18.061 5.807
C -12.552 -19.549 5.799
O -11.252 -19.909 5.322
H -11.525 -16.972 6.816
H -13.789 -17.730 5.511
H -12.181 -17.629 4.992
H -13.318 -19.940 5.091
H -12.695 -20.037 6.768
H -11.292 -20.886 5.201
O -5.547 -12.685 5.956
C -4.868 -12.922 4.725
C -4.278 -14.301 4.599
O -5.272 -15.226 4.969
H -6.013 -13.511 6.160
H -5.633 -12.864 3.936
H -4.191 -12.081 4.589
H -3.303 -14.467 5.072
H -4.035 -14.453 3.536
H -4.884 -15.978 5.446
```

Its multiplicity is 1. The SMILES is NC(N)=O.NC(N)=O.NC(N)=O.OCCO.OCCO.OCCO.OCCO.OCCO.OCCO.OCCO. As for the charge: 0. The energy is -62252.703 eV.